A cluster of 2 separate species, C3H4N2OS2 in total at a distorted geometry, computed with ωB97M-V/def2-TZVPD.

Properties
* energy relative to the best compared isomer or geometry (same formula, charge and spin): 94.89 kcal/mol
* max |F|: 6.031 eV/Å
* LUMO level: -1.0 eV
* E_tot: -1097.7033 Eh
* HOMO level: -7.85 eV
* HOMO-LUMO gap: 0.25283 Ha
* net charge: 0
* M: 148.21 g mol⁻¹

Geometry (Å):
C 0.036 0.186 -1.066
C -1.383 -0.077 0.752
C 0.859 -0.043 0.108
H 1.680 0.968 -2.411
H -2.096 -0.301 -1.135
H 0.229 0.056 2.152
H 2.270 -0.881 1.591
N -1.290 0.369 -0.582
N -0.115 0.086 1.165
O 2.160 0.033 0.634
S 0.393 0.408 -2.814
S -2.744 -0.803 1.607